(1)
Computed, not measured: a structure of composition C27H41BrCoN2P2 at a distorted geometry, with ωB97M-V with the def2-TZVPD basis set.

HOMO level (alpha / beta) in eV: -13.86 / -14.07
2S+1: 4
LUMO level (alpha / beta) in eV: -6.3 / -7.6
HOMO-LUMO gap (alpha / beta) in eV: 7.605 / 6.515
Charge: +2
Expectation value of S²: 3.767

XYZ file:
```
74
Properties=species:S:1:pos:R:3:forces:R:3
C 0.131 0.080 4.606 0.2558 -1.4295 -0.1434
C -0.200 -0.798 3.539 -0.5556 0.0636 0.8601
C -1.252 -1.741 3.645 1.4973 -0.0097 0.5414
C -1.715 -1.960 4.955 0.0788 0.6281 -0.2676
N -1.321 -1.212 6.008 0.1419 -0.0828 -0.3188
C -0.434 -0.210 5.849 -0.4619 -0.0685 -0.6183
C 0.797 -0.832 2.538 2.2156 1.2328 -2.1727
C 1.819 -0.575 1.879 -2.3052 -0.9446 2.9663
C 3.085 -0.848 1.318 0.3965 -0.0538 -2.2678
C 3.275 -0.220 0.057 2.0910 -1.0165 -0.8463
C 3.960 -0.881 -1.014 -1.0560 0.1303 1.4480
C 4.325 -2.185 -0.769 1.0149 -1.7056 -0.1543
C 4.518 -2.674 0.573 -0.9007 1.0505 -0.6849
C 3.883 -1.980 1.631 -0.5273 0.4960 -0.8245
Co 1.555 0.151 -1.051 -3.8295 0.1893 0.6678
P -0.798 1.341 0.270 -1.7929 1.7313 0.4055
H -1.433 -2.433 2.804 -0.1469 0.4309 0.6771
H 1.025 0.707 4.479 -0.6775 -0.0442 0.2560
H -2.383 -2.816 5.134 0.2233 0.6498 0.2017
H -0.089 0.371 6.713 -0.5021 -0.4581 -0.1112
H 3.814 -2.302 2.672 0.3167 -0.4281 -0.4740
H 2.977 0.809 -0.194 0.5828 -0.2878 1.1349
H 5.057 -3.597 0.762 -0.1980 0.0496 -0.1247
H 4.048 -0.433 -1.993 0.1389 0.0387 -0.1088
C -1.626 2.605 -0.953 0.6420 -0.5317 0.0879
C -3.080 3.059 -0.695 0.0353 -0.0382 0.1082
H -1.576 2.071 -1.918 -0.0410 0.3345 0.1818
H -0.963 3.487 -1.059 -0.1653 -0.5090 0.1750
H -3.411 3.718 -1.518 0.2145 -0.3319 0.2844
H -3.766 2.193 -0.677 0.2258 0.4526 0.1313
H -3.182 3.648 0.236 0.0081 -0.4994 -0.4682
C -2.301 0.350 0.891 0.7330 -0.3824 -0.3609
C -3.045 0.811 2.143 -0.0103 0.0575 0.3096
H -1.819 -0.622 1.070 -0.3463 -0.0315 0.1736
H -3.022 0.171 0.082 0.3805 0.2360 -0.0370
H -3.823 0.091 2.422 0.2057 -0.0855 -0.1948
H -2.355 0.860 2.992 -0.2258 0.2140 -0.0968
H -3.571 1.766 2.024 0.2992 -0.2257 -0.0955
C -0.324 2.448 1.740 0.3816 -0.3743 -0.0881
C -1.275 3.583 2.178 -0.0189 -0.0552 0.0081
H 0.652 2.871 1.449 -0.4304 -0.1034 0.1612
H -0.105 1.786 2.596 -0.1613 0.1403 -0.3972
H -0.823 4.131 3.026 -0.0972 -0.2664 -0.4511
H -1.420 4.300 1.354 -0.0814 -0.2481 0.4308
H -2.246 3.198 2.541 0.5693 0.3541 -0.3632
Br 4.498 -3.326 -2.398 0.2079 0.8977 1.7225
P -0.338 -1.111 -2.076 1.0712 0.4451 -0.8313
C -2.121 -0.938 -2.398 -0.5708 0.2488 0.4098
C -2.725 -1.255 -3.785 -0.0022 -0.0949 -0.1721
H -2.364 0.101 -2.113 -0.0880 -0.4326 -0.1240
H -2.587 -1.601 -1.652 -0.0052 0.3200 -0.0679
H -3.794 -0.987 -3.769 0.4094 -0.0400 0.0951
H -2.273 -0.670 -4.602 -0.0407 -0.2635 0.3212
H -2.687 -2.329 -4.033 0.2046 0.4519 0.1030
C 0.530 -0.601 -3.629 -0.1681 -0.2704 -0.2217
C 0.886 -1.604 -4.737 0.2761 0.0164 -0.3544
H 1.460 -0.108 -3.260 -0.0724 0.0301 -0.5108
H -0.114 0.184 -4.061 0.3701 -0.0029 0.2555
H 1.478 -1.079 -5.505 -0.2555 -0.1880 0.2578
H 1.511 -2.443 -4.397 -0.3191 0.2223 0.0784
H -0.010 -1.995 -5.245 0.2648 0.0937 0.3440
C 0.007 -2.817 -1.609 -0.0346 -0.4109 0.2326
C -0.789 -3.944 -2.269 -0.0046 -0.3981 -0.1866
H -0.178 -2.803 -0.520 0.1809 -0.2008 -0.2395
H 1.088 -2.959 -1.753 -0.1188 -0.0273 0.1091
H -0.444 -4.914 -1.892 -0.0027 0.2393 -0.0194
H -1.861 -3.902 -2.048 0.1792 0.1789 -0.0436
H -0.660 -3.973 -3.357 -0.0239 0.1306 0.2020
C 3.657 4.130 -0.541 1.4894 -0.0324 0.3529
C 2.834 2.927 -0.467 -3.8740 0.5246 -0.9313
N 1.800 2.358 -0.549 3.7768 0.6094 -0.3816
H 2.966 4.967 -0.535 -0.0564 0.0873 0.0136
H 4.301 4.185 -1.430 -0.5072 -0.3018 -0.0121
H 4.369 4.221 0.289 -0.4035 -0.1004 0.0584
```
Positions in Å, forces in eV/Å.

Charges in e, computed with Löwdin, in the same order as the atoms: number 1, C, carries -0.02; number 2, C, carries -0.27; number 3, C, carries -0.01; number 4, C, carries -0.10; number 5, N, carries 0.09; number 6, C, carries -0.10; number 7, C, carries 0.04; number 8, C, carries 0.02; number 9, C, carries -0.22; number 10, C, carries -0.17; number 11, C, carries -0.14; number 12, C, carries -0.57; number 13, C, carries -0.01; number 14, C, carries 0.04; number 15, Co, carries 0.51; number 16, P, carries 1.00; number 17, H, carries 0.12; number 18, H, carries 0.13; number 19, H, carries 0.12; number 20, H, carries 0.12; number 21, H, carries 0.14; number 22, H, carries 0.03; number 23, H, carries 0.12; number 24, H, carries 0.11; number 25, C, carries -0.38; number 26, C, carries -0.13; number 27, H, carries 0.04; number 28, H, carries 0.08; number 29, H, carries 0.09; number 30, H, carries 0.07; number 31, H, carries 0.06; number 32, C, carries -0.38; number 33, C, carries -0.13; number 34, H, carries 0.04; number 35, H, carries 0.06; number 36, H, carries 0.09; number 37, H, carries 0.06; number 38, H, carries 0.07; number 39, C, carries -0.38; number 40, C, carries -0.12; number 41, H, carries 0.04; number 42, H, carries 0.04; number 43, H, carries 0.09; number 44, H, carries 0.07; number 45, H, carries 0.06; number 46, Br, carries 0.71; number 47, P, carries 0.93; number 48, C, carries -0.38; number 49, C, carries -0.10; number 50, H, carries 0.05; number 51, H, carries 0.09; number 52, H, carries 0.09; number 53, H, carries 0.08; number 54, H, carries 0.08; number 55, C, carries -0.39; number 56, C, carries -0.11; number 57, H, carries 0.04; number 58, H, carries 0.09; number 59, H, carries 0.09; number 60, H, carries 0.07; number 61, H, carries 0.08; number 62, C, carries -0.40; number 63, C, carries -0.12; number 64, H, carries 0.08; number 65, H, carries 0.07; number 66, H, carries 0.09; number 67, H, carries 0.08; number 68, H, carries 0.08; number 69, C, carries -0.01; number 70, C, carries -0.12; number 71, N, carries 0.11; number 72, H, carries 0.11; number 73, H, carries 0.11; number 74, H, carries 0.11

=====

(2)
Computed, not measured: a structure of composition C27H41CoNP2 at a distorted geometry, with ωB97M-V with the def2-TZVPD basis set.

HOMO level (alpha / beta) in eV: -5.56 / -5.56
2S+1: 4
LUMO level (alpha / beta) in eV: -0.2 / -0.5
HOMO-LUMO gap (alpha / beta) in eV: 5.369 / 5.066
Expectation value of S²: 3.844

XYZ file:
```
72
Properties=species:S:1:pos:R:3:forces:R:3
P 2.560 2.196 -0.787 -2.0161 -3.5173 0.5060
P -1.863 -1.109 0.061 -0.9873 -0.6048 0.1822
C 1.642 0.529 -0.771 2.9487 0.9571 -0.4797
C 0.252 0.164 -0.960 -1.3063 0.7017 -1.0913
H 2.134 -0.068 0.022 -0.1745 0.6228 -0.1441
H 2.120 0.269 -1.719 0.2521 -0.7263 0.3581
H -0.526 0.935 -0.870 0.2947 -0.4250 0.5077
H 0.018 -0.377 -1.947 -0.0402 1.2152 -0.2263
C -2.021 -2.515 1.216 0.4847 -0.3283 0.2190
H -2.547 -2.348 2.169 -0.0163 0.0470 -0.5524
H -0.970 -2.751 1.453 -0.3862 -0.1946 0.1217
H -2.453 -3.362 0.660 0.0262 0.1534 0.3566
C -3.454 -1.182 -0.857 -0.1802 0.0048 -0.4470
H -3.375 -2.103 -1.473 -0.3924 0.4311 0.2191
H -3.478 -0.311 -1.537 -0.0718 -0.3671 0.1686
H -4.400 -1.193 -0.288 0.5095 -0.0332 -0.0023
C 4.156 1.616 -0.172 0.8634 0.5035 0.1539
H 4.592 2.386 0.482 0.0212 -0.2698 -0.2095
H 4.867 1.402 -0.990 -0.4007 0.2041 0.2688
H 4.040 0.688 0.418 -0.2257 0.5766 -0.2934
C 2.583 2.719 -2.505 0.2485 0.7876 -0.4346
H 1.659 2.438 -3.037 0.2240 -0.0164 0.4828
H 3.438 2.293 -3.055 -0.2916 0.0664 0.3614
H 2.667 3.814 -2.534 0.0276 -0.2363 -0.1420
Co 0.433 -1.878 -1.378 -1.4734 4.8987 3.6516
C -0.606 -2.990 -2.354 -0.3340 -1.4046 -0.8116
C -0.086 -3.711 -1.222 -0.2910 -1.0081 -0.7204
C 1.223 -4.467 -1.235 0.9018 -0.6499 -0.2054
C 2.369 -3.668 -1.906 0.3929 -1.1991 0.0067
C 2.162 -2.193 -1.814 2.0240 -0.3530 -2.6953
C 1.823 -1.419 -2.969 1.7882 -0.3856 1.1612
C 1.031 -1.870 -4.118 -0.5907 -0.7449 -0.5778
C 0.024 -3.000 -3.737 -0.5144 -0.4296 -0.9700
C 1.558 3.115 0.313 -0.3101 1.7679 0.4073
H -1.627 -2.602 -2.350 0.1427 -0.5870 0.1046
H -0.763 -4.117 -0.469 -0.0217 0.5725 -0.1207
H 1.137 -5.448 -1.737 0.0295 0.1324 0.2464
H 1.566 -4.665 -0.198 -0.5691 0.0251 -0.3914
H 3.338 -3.876 -1.420 -0.3451 -0.2576 -0.1545
H 2.494 -3.970 -2.955 -0.0560 0.0992 0.2312
H 2.779 -1.689 -1.074 0.1157 0.0016 0.0069
H 2.482 -0.561 -3.214 -0.8753 0.0095 0.5471
H 1.638 -2.215 -4.977 -0.0997 -0.0241 0.2468
H 0.495 -0.981 -4.499 -0.0090 -0.3379 0.0936
H -0.823 -2.886 -4.440 0.4926 -0.5206 0.0229
H 0.506 -3.985 -3.864 -0.2644 0.4093 -0.3054
H 0.573 2.625 0.361 0.2354 -0.0553 0.0557
H 1.414 4.148 -0.022 0.1084 -0.0236 0.2387
H 1.974 3.116 1.329 -0.1169 -0.0343 -0.1244
C -4.939 0.979 2.157 -0.3860 -0.0265 0.1951
C -4.173 0.165 3.002 0.4445 0.1286 -0.5798
C -2.795 0.121 2.841 -0.1083 0.6702 -0.0703
C -2.164 0.967 1.885 0.1076 0.6765 0.0010
C -2.967 1.710 0.979 -0.1364 -0.1943 0.5284
C -4.345 1.745 1.155 0.0992 -0.2842 -0.1693
N -0.793 1.110 1.924 0.8010 -0.3943 -0.1551
C -0.263 2.036 2.764 -0.0721 -0.8250 -0.5919
C -0.880 3.293 2.991 0.2917 -0.1727 0.6153
C -0.451 4.086 4.045 0.4820 -0.4564 -0.2183
C 0.676 3.711 4.788 0.1418 0.1723 0.4118
C 1.417 2.562 4.447 -0.1903 0.2482 -0.5093
C 0.986 1.747 3.402 -0.1176 0.6507 0.2201
H -6.017 1.014 2.296 0.1565 0.0340 -0.0461
H -4.633 -0.430 3.780 -0.1651 0.0014 -0.0200
H -2.148 -0.489 3.479 -0.2511 0.3291 -0.1744
H -2.468 2.301 0.204 -0.1585 -0.1095 0.3170
H -4.955 2.371 0.503 0.0476 -0.1786 0.1599
H -1.714 3.569 2.357 -0.0896 0.0095 0.2484
H -0.997 4.995 4.262 0.1139 0.1144 0.1507
H 0.984 4.313 5.644 -0.0349 -0.1073 -0.2410
H 2.339 2.317 4.988 -0.4111 0.1257 -0.1591
H 1.545 0.863 3.080 -0.3365 0.1350 0.2601
```
Positions in Å, forces in eV/Å.

Charges in e, computed with Löwdin, in the same order as the atoms: number 1, P, carries 0.90; number 2, P, carries 1.00; number 3, C, carries -0.38; number 4, C, carries -0.22; number 5, H, carries 0.09; number 6, H, carries 0.02; number 7, H, carries 0.04; number 8, H, carries 0.05; number 9, C, carries -0.32; number 10, H, carries 0.03; number 11, H, carries 0.03; number 12, H, carries 0.03; number 13, C, carries -0.32; number 14, H, carries 0.02; number 15, H, carries 0.03; number 16, H, carries 0.04; number 17, C, carries -0.17; number 18, H, carries 0.06; number 19, H, carries 0.07; number 20, H, carries 0.07; number 21, C, carries -0.18; number 22, H, carries 0.08; number 23, H, carries 0.07; number 24, H, carries 0.06; number 25, Co, carries 0.28; number 26, C, carries -0.26; number 27, C, carries -0.23; number 28, C, carries -0.19; number 29, C, carries -0.18; number 30, C, carries -0.28; number 31, C, carries -0.21; number 32, C, carries -0.20; number 33, C, carries -0.16; number 34, C, carries -0.18; number 35, H, carries 0.08; number 36, H, carries 0.09; number 37, H, carries 0.11; number 38, H, carries 0.11; number 39, H, carries 0.11; number 40, H, carries 0.11; number 41, H, carries 0.11; number 42, H, carries 0.11; number 43, H, carries 0.12; number 44, H, carries 0.11; number 45, H, carries 0.11; number 46, H, carries 0.11; number 47, H, carries 0.05; number 48, H, carries 0.07; number 49, H, carries 0.07; number 50, C, carries -0.12; number 51, C, carries -0.10; number 52, C, carries -0.08; number 53, C, carries -0.43; number 54, C, carries -0.10; number 55, C, carries -0.11; number 56, N, carries 0.01; number 57, C, carries -0.37; number 58, C, carries -0.06; number 59, C, carries -0.12; number 60, C, carries -0.15; number 61, C, carries -0.13; number 62, C, carries -0.09; number 63, H, carries 0.09; number 64, H, carries 0.10; number 65, H, carries 0.11; number 66, H, carries 0.10; number 67, H, carries 0.10; number 68, H, carries 0.09; number 69, H, carries 0.09; number 70, H, carries 0.08; number 71, H, carries 0.09; number 72, H, carries 0.09